Entry 1:
ORCA calculation (wB97M-V/def2-TZVPD) on a 13-piece molecular cluster, C37H39F12NO38 overall at a distorted geometry.

Properties
Total charge   0
Kohn-Sham gap   0.378 Eh
HOMO   -10.4396 eV

Structure (XYZ):
```
127
Properties=species:S:1:pos:R:3:forces:R:3
C -1.23006 2.47649 -5.77571 -0.1423 0.8595 -1.3248
C 0.22536 2.16983 -5.77709 0.7187 -0.6088 1.7043
O 0.54607 2.04815 -4.38031 -1.0291 -0.9300 0.2214
C -0.61452 1.75247 -3.73116 0.5656 -0.0037 0.7787
O -0.68743 1.41493 -2.58417 -0.0725 0.3582 -0.9454
O -1.65901 1.92954 -4.56500 -0.9765 -0.7254 0.6714
F 0.98184 3.17246 -6.14309 1.0912 1.5607 -1.6457
H -1.66484 2.09501 -6.69958 -0.5793 -0.6551 0.5280
H -1.44683 3.54402 -5.81447 0.3085 0.1996 0.3100
H 0.50204 1.24193 -6.27765 0.1253 0.0483 -0.1467
C 1.60237 5.20815 -2.85782 -0.6775 -0.9141 0.4368
C 0.90437 4.57610 -1.62683 0.3410 -0.6101 -2.8582
O -0.49148 4.80911 -1.88708 -0.1873 -0.6740 0.0171
C -0.67808 5.66665 -2.94038 -0.6660 2.9493 0.3703
O -1.72142 6.22695 -3.29050 3.1624 -2.6632 1.0128
O 0.56291 6.04846 -3.35997 -0.2119 0.3060 -0.9886
F 1.29367 5.20604 -0.53947 -0.2022 0.9110 1.8441
H 1.90471 4.48724 -3.61741 -0.4612 -0.2558 -0.0318
H 2.54248 5.67601 -2.56560 -0.5213 0.8451 0.1475
H 1.15541 3.51981 -1.53018 -0.6710 -0.1374 0.1721
C -0.78798 -4.93134 -6.30525 0.3446 1.4323 -0.5702
C -0.55185 -5.36900 -4.90805 -2.0646 -0.7422 -0.0960
O -0.72125 -4.19216 -4.16714 -1.0926 -2.5576 2.0745
C -0.33290 -3.19238 -4.87419 1.8743 3.4835 -1.5043
O 0.00409 -2.13495 -4.37708 -0.8048 -1.3690 -1.4504
O -0.28971 -3.54379 -6.20902 -0.3342 -0.1228 0.5295
F 0.69907 -5.77490 -4.76858 1.8974 -0.6476 0.4102
H -1.83834 -4.91762 -6.59623 0.0280 0.0299 0.1151
H -0.20451 -5.50791 -7.02305 0.0708 0.2915 0.0553
H -1.22590 -6.16047 -4.58044 -0.0165 0.2482 0.4007
C 3.75999 -0.81238 2.59564 -0.7533 -0.6548 0.2965
C 4.22467 -0.85049 1.17122 0.4493 -1.5273 1.1841
O 5.62169 -1.06423 1.41094 0.0427 -0.2522 -2.0805
C 5.96434 -0.63201 2.62038 2.1782 -1.7202 1.7378
O 7.05947 -0.79699 3.14005 -2.0914 1.1192 -1.3718
O 4.86551 -0.22873 3.24544 0.1510 1.4322 1.4104
F 4.04857 0.33062 0.60058 0.0219 1.9480 -1.0595
H 3.69221 -1.81740 3.01209 -0.5399 -0.0286 -0.2334
H 2.85487 -0.23342 2.77908 0.1400 -0.0334 -0.0539
H 3.79150 -1.61119 0.52176 0.4950 -0.2233 0.2616
C -0.21775 -0.89039 6.84172 -2.2217 0.7515 0.7683
C 0.49556 0.31214 6.29613 -1.3022 -1.4794 -0.3951
O 1.35601 -0.35838 5.43477 1.7031 3.3736 -2.0949
C 1.53380 -1.63055 5.67530 1.8999 -1.6912 0.7968
O 2.43042 -2.31069 5.23009 -2.0664 0.8310 0.5856
O 0.63281 -1.94388 6.61985 0.6257 -2.6114 -0.0969
F 1.06927 0.91234 7.34177 1.3764 1.0046 0.2784
H -1.16489 -1.02249 6.31866 -0.1086 -0.2716 0.0019
H -0.39424 -0.80248 7.91373 -0.0531 0.0573 -0.1045
H -0.08133 1.02482 5.70674 0.1066 0.0506 0.1731
C -1.05886 4.89599 2.06439 0.2178 1.4544 0.5608
C -0.43664 3.74160 2.79346 -0.1988 0.6007 -2.9986
O -1.50259 2.81042 2.80195 1.3047 -1.0987 0.4685
C -2.66511 3.43633 2.59225 -2.5658 -0.8198 -0.2408
O -3.76978 2.91102 2.63974 2.4834 0.8104 0.1932
O -2.42917 4.69431 2.28652 -1.4191 0.9309 -0.5209
F -0.12663 4.06302 4.02566 0.5134 0.2203 2.2671
H -0.82611 5.01431 1.00612 -0.0879 -0.5187 -0.0265
H -0.76135 5.82070 2.55885 -0.0480 0.0710 -0.0179
H 0.46395 3.54288 2.21247 -0.0446 -1.5483 0.3921
C -3.82766 3.36800 -1.15819 2.4736 1.4075 1.9269
C -4.18812 1.98620 -0.75046 -0.4689 1.3729 -0.1385
O -4.85230 1.55610 -1.88292 -0.2045 -1.0341 -1.6466
C -5.21928 2.61066 -2.65672 -2.6405 1.2513 -3.5909
O -6.00340 2.57211 -3.63282 3.2326 -0.1851 3.9566
O -4.60909 3.77417 -2.20989 -1.6660 -2.2006 -1.7584
F -5.13665 2.04855 0.19789 -0.6805 -0.5231 1.5388
H -2.76879 3.29446 -1.40616 0.1902 0.6254 -0.4053
H -3.98862 4.10253 -0.36910 0.3149 -0.2497 0.3086
H -3.31302 1.42717 -0.41911 -0.4086 -0.6066 -0.2373
C -3.76707 -2.39934 -1.86354 -0.8555 0.2166 0.6060
C -2.35868 -1.80787 -1.99595 -2.7006 -1.9980 -1.5588
O -1.66563 -2.81306 -1.31242 1.6360 -0.1704 0.1409
C -2.31666 -4.00347 -1.45531 2.1748 -3.6611 1.8640
O -1.80552 -5.10489 -1.21419 -1.0036 3.2961 -0.9907
O -3.57534 -3.84199 -1.74600 -0.4170 1.3907 -0.8059
F -2.25903 -0.58239 -1.48282 0.3467 -0.2900 0.3057
H -4.41772 -2.25333 -2.72577 -0.0485 0.3328 0.3965
H -4.12373 -2.05744 -0.89195 -0.7091 0.0752 -0.2008
H -2.18847 -1.86591 -3.07101 1.2918 0.8049 0.0450
C -1.41654 -4.17084 2.43140 -0.8579 -0.3192 -1.4240
C -0.71112 -5.44750 2.30997 0.5326 -1.4840 -0.3346
O 0.67473 -5.09929 2.41538 -0.7480 -1.4856 0.6612
C 0.82751 -3.77696 2.20664 1.9401 -0.3050 -0.4940
O 1.92916 -3.28265 1.99527 -3.3846 -0.3788 0.5703
O -0.40931 -3.24580 2.21707 1.3644 3.0984 0.4387
F -0.88049 -6.05192 1.10749 0.1570 -0.0309 -0.5456
H -1.96453 -4.23409 3.37150 0.2613 1.2698 0.2500
H -2.07482 -4.06026 1.56969 -0.5315 -0.0897 0.3330
H -1.18970 -6.14478 2.99762 1.3497 -0.3628 0.6292
C 2.10371 -4.50426 -2.27889 0.1747 0.0178 -1.3781
C 3.26013 -4.59292 -3.28435 -0.1278 -1.3920 0.4396
O 4.39345 -4.60637 -2.37973 -0.2686 -0.1616 -1.6712
C 4.05241 -3.86598 -1.35364 1.8440 1.6065 6.0651
O 4.81176 -3.52271 -0.38787 -3.3912 -1.2791 -4.7824
O 2.68955 -3.63465 -1.34980 1.2985 0.3325 1.1091
F 3.34407 -3.51440 -4.06204 0.0235 1.2191 -0.4647
H 1.88170 -5.48958 -1.86906 0.0617 -0.0074 0.2315
H 1.18794 -4.05632 -2.66466 0.2492 0.0114 -0.0460
H 3.31336 -5.43928 -3.96916 0.0455 -0.3109 0.5661
C 4.75577 4.44275 2.83887 -0.3420 -0.9355 0.8558
C 4.02758 3.38615 1.96981 4.1698 0.5726 0.8053
O 4.06530 4.05783 0.79303 -1.7047 -2.5960 -3.6691
C 4.08044 5.34834 0.89062 0.8198 2.2379 0.2975
O 3.86268 6.14819 0.04086 -0.1889 -0.1019 -0.2993
O 4.51656 5.65054 2.11107 0.2982 0.4249 1.7764
F 2.82296 3.19649 2.43264 -2.6863 -0.4305 0.5259
H 5.81270 4.25709 3.02999 0.0900 0.1213 -0.6018
H 4.28962 4.40679 3.82351 -0.2186 0.6873 -0.0542
H 4.54039 2.43953 1.79940 -0.1595 -0.0374 0.3114
C -3.60972 -0.32786 3.98710 -1.1570 -0.0509 0.6460
C -2.39557 -0.24645 3.07878 -2.3546 0.4125 1.6772
O -2.79430 -1.05912 2.02924 0.3065 0.7261 -1.5091
C -3.95255 -1.72492 2.30949 -0.4713 -1.0822 -2.4838
O -4.53356 -2.38984 1.47354 1.1198 0.8344 1.5047
O -4.29342 -1.52195 3.54710 -0.5429 0.2454 1.2754
F -1.35181 -0.83477 3.66066 1.8308 -0.5191 0.7050
H -4.29921 0.50221 3.83319 0.1413 0.1402 -0.3287
H -3.45619 -0.36737 5.06551 0.4464 -0.3359 -0.1674
H -2.23707 0.82827 2.98969 0.6385 -0.4237 -1.4447
C 0.26481 -0.85354 0.14127 -1.2066 -0.8115 0.0873
N 0.19059 0.58602 0.39649 1.1161 1.1842 -0.6290
O 1.24214 1.20342 0.30693 -0.3083 -0.0904 0.2230
O -0.87866 1.12617 0.61040 -0.1189 -0.4249 0.1024
H -0.65381 -1.25317 0.57085 0.3535 -0.2416 0.1787
H 1.17457 -1.30202 0.54040 -0.1460 0.2922 -0.0100
H 0.16253 -1.01750 -0.93146 0.3995 0.3164 -0.0027
```
Positions in Å, forces in eV/Å.

Atomic partial charges in e from the Mulliken method, atoms 1 to 6:
1 C -0.549
2 C 0.311
3 O -0.323
4 C 0.251
5 O -0.255
6 O -0.255

Entry 2:
ORCA calculation (wB97M-V/def2-TZVPD) on C2H3N3O3 as an isolated structure at a distorted geometry.

Properties
Total charge   0
Kohn-Sham gap   0.330 Eh
HOMO   -9.4094 eV

Structure (XYZ):
```
11
Properties=species:S:1:pos:R:3:forces:R:3
C -0.30271 -0.20707 -1.12037 1.1724 -5.2152 3.1544
C -0.03300 -0.64065 0.32358 0.0061 -2.9263 -0.6845
H -0.68876 -1.85684 -1.78168 1.5482 1.9894 -1.6221
H -1.03612 2.11339 0.29093 3.7647 -1.3565 -1.2877
H -0.20604 0.07532 2.88024 3.3039 2.5830 -3.1335
N -0.10894 0.95522 -1.21182 -0.0657 9.5858 -1.2247
N 0.04085 1.64749 0.02751 -3.4243 0.5407 1.1032
N 0.16360 0.56134 0.94377 -1.9465 -3.2806 -4.6213
O -0.25649 -0.98088 -2.17269 -2.3250 -4.1822 0.8709
O 0.60105 0.65912 2.11851 -1.7048 -1.4654 7.5655
O 0.06502 -1.85248 0.68856 -0.3291 3.7275 -0.1201
```
Positions in Å, forces in eV/Å.

Atomic partial charges in e from the Mulliken method, atoms 1 to 6:
1 C 0.274
2 C 0.595
3 H 0.377
4 H 0.292
5 H 0.385
6 N -0.370

Entry 3:
ORCA calculation (wB97M-V/def2-TZVPD) on C19H33AuNOSSi3 as an isolated structure.

Properties
Total charge   +1
Kohn-Sham gap   0.296 Eh
HOMO   -11.5955 eV

Structure (XYZ):
```
59
Properties=species:S:1:pos:R:3:forces:R:3
Au -0.78297 0.57523 0.65940 -0.0734 0.0811 -0.0786
S -4.76546 -1.31750 0.91352 0.0713 0.0176 -0.0205
C -4.29045 -1.47480 -0.71498 -0.0303 0.0392 0.0440
C -3.05569 -0.94748 -0.95636 -0.0036 0.0681 -0.0791
C -2.45880 -0.42371 0.21178 -0.0055 0.0425 0.1510
C -3.29390 -0.53123 1.30082 -0.0186 -0.0844 -0.0735
C -2.98383 0.10208 2.56387 -0.0436 0.0815 0.1106
C -3.69827 -0.05374 3.74607 0.0139 0.0049 -0.0448
C -3.29611 0.63897 4.87060 0.0102 -0.0032 0.0159
C -2.18340 1.46756 4.80142 -0.0135 0.0207 -0.0160
C -1.51423 1.56835 3.60022 -0.0280 -0.0138 0.0296
N -1.90870 0.91552 2.50397 -0.0074 -0.1055 -0.0445
H -4.95649 -1.93590 -1.42593 -0.0012 -0.0131 -0.0137
H -2.63130 -0.90622 -1.94024 0.0659 -0.0039 -0.0436
H -4.55045 -0.71832 3.77509 -0.0087 -0.0029 -0.0066
H -3.83984 0.52920 5.79906 -0.0038 0.0061 0.0023
H -1.84025 2.02746 5.65848 0.0090 -0.0031 0.0041
H -0.64050 2.19235 3.50271 0.0631 0.0169 0.0004
C 1.31176 2.87765 1.83074 0.1473 -0.0049 -0.0607
O 1.00937 1.70290 1.07934 -0.2633 -0.0895 0.1360
Si 2.02066 0.54875 0.32463 0.2557 0.0215 -0.3893
C 3.46539 1.46398 -0.40625 -0.0125 -0.0448 0.0652
C 2.69216 -0.56131 1.66097 -0.0982 0.0589 -0.0068
C 0.61710 -0.10196 -0.78872 0.0363 -0.0932 0.2851
Si 0.55570 0.85953 -2.44276 -0.0675 0.0261 -0.0277
C 2.20476 0.82411 -3.34316 -0.0068 0.0172 0.0344
C -0.60624 0.14804 -3.73115 0.0376 0.0125 0.0806
C 0.08666 2.63942 -2.07049 -0.0051 -0.0366 -0.0542
Si 0.68320 -2.01098 -0.89950 0.1071 -0.0248 -0.0203
C 0.37333 -2.81721 0.77845 -0.0573 0.0449 -0.0588
C -0.47213 -2.81406 -2.13677 0.0431 0.0476 -0.0226
C 2.42390 -2.43411 -1.48117 -0.0615 -0.0206 0.0607
H 1.87741 3.56448 1.20227 0.0271 0.0100 0.0159
H 1.89491 2.62481 2.71707 -0.0292 0.0045 0.0221
H 0.38101 3.35845 2.11850 0.0004 0.0403 -0.0279
H 4.10568 1.81808 0.40606 -0.0193 0.0024 0.0280
H 3.18207 2.31933 -1.01860 -0.0050 -0.0076 0.0295
H 4.07264 0.79395 -1.01789 0.0183 0.0099 0.0032
H 3.46640 -0.01740 2.20761 -0.0148 0.0160 0.0192
H 3.16112 -1.45210 1.24512 0.0275 -0.0184 0.0248
H 1.93421 -0.88546 2.37382 -0.0477 -0.0185 -0.0054
H 2.54561 -0.19659 -3.51885 0.0080 -0.0043 -0.0203
H 3.01189 1.37171 -2.86667 -0.0174 -0.0102 -0.0537
H 2.04643 1.27763 -4.32527 -0.0506 -0.0109 -0.0101
H -0.17505 -0.75339 -4.16816 -0.0075 0.0046 -0.0114
H -0.69899 0.88294 -4.53469 0.0295 0.0196 0.0007
H -1.61061 -0.09095 -3.40276 -0.1526 0.0252 0.0652
H 0.85228 3.15400 -1.48534 -0.0096 -0.0087 0.0309
H -0.85984 2.71107 -1.52827 0.0014 -0.0086 -0.0058
H -0.03305 3.18951 -3.00658 0.0188 0.0183 0.0020
H -0.30472 -2.25479 1.42519 0.0109 0.0137 -0.0362
H 1.29861 -2.98772 1.32664 0.0352 0.0130 0.0342
H -0.08758 -3.79335 0.61366 0.0134 -0.0173 -0.0018
H -1.48338 -2.41987 -2.14235 0.0729 -0.1008 -0.0107
H -0.54235 -3.87311 -1.87799 0.0381 -0.0248 -0.0105
H -0.07420 -2.75306 -3.14987 -0.0064 0.0097 -0.0134
H 3.20880 -2.04045 -0.83371 0.0382 0.0060 -0.0312
H 2.60503 -2.06128 -2.48943 -0.0039 -0.0141 -0.0140
H 2.55070 -3.51902 -1.51315 -0.0264 -0.0119 0.0180
```
Positions in Å, forces in eV/Å.

Atomic partial charges in e from the Mulliken method, atoms 1 to 6:
1 Au 0.550
2 S -0.222
3 C -0.820
4 C -0.384
5 C 0.195
6 C -0.308

Entry 4:
ORCA calculation (wB97M-V/def2-TZVPD) on C19H18AuCl2N3O3S as an isolated structure.

Properties
Total charge   +2
Kohn-Sham gap (spin up / spin down)   0.234 / 0.234 Eh
HOMO (spin up / spin down)   -14.7756 / -14.7756 eV

Structure (XYZ):
```
47
Properties=species:S:1:pos:R:3:forces:R:3
Au -0.75518 1.24802 0.64292 -0.1748 -0.5589 0.3307
Cl 2.30739 1.22190 -0.47805 0.0498 0.0156 0.0282
C 2.76965 0.31476 0.92772 -0.0144 -0.0149 -0.0519
C 3.83324 -0.55594 0.81571 0.0114 -0.0231 0.0105
C 4.20409 -1.31390 1.91897 -0.0439 0.0218 0.0239
C 3.50402 -1.22173 3.11211 0.0079 0.0088 -0.0426
C 2.41787 -0.36824 3.20935 0.0558 -0.0025 -0.0845
Cl 1.57652 -0.29178 4.71190 -0.0433 0.0400 -0.0037
C 2.03477 0.43705 2.11928 0.0469 -0.0706 -0.0358
S 0.77197 1.61582 2.31655 0.1122 0.2528 -0.0099
H 4.37055 -0.63083 -0.11890 0.0064 -0.0043 0.0026
H 5.04974 -1.98410 1.84559 0.0010 0.0016 0.0028
H 3.79594 -1.80494 3.97395 0.0034 -0.0041 -0.0009
O -2.57302 1.15621 -0.60058 -0.0334 0.3229 -0.2212
C -3.24547 2.44206 -0.62301 0.0113 0.0343 0.0532
C -2.26473 3.54401 -0.29791 0.0132 -0.1462 -0.1490
C -2.58510 4.85582 -0.58520 0.0368 0.0027 -0.0154
C -1.65036 5.85188 -0.34817 0.0132 -0.0248 0.0083
C -0.40040 5.50632 0.14587 -0.0312 -0.0013 -0.0071
C -0.13909 4.18475 0.42903 -0.0364 0.0621 0.1030
N -1.06582 3.22995 0.23460 -0.0248 -0.0574 0.0481
H -3.22500 0.44438 -0.55335 0.0399 -0.0405 0.0487
H -4.06777 2.43749 0.09490 0.0268 -0.0065 0.0248
H -3.64476 2.60319 -1.62378 -0.0216 0.0070 0.0144
H -3.55397 5.08919 -1.00620 0.0028 0.0013 -0.0074
H -1.88927 6.88403 -0.56635 0.0000 0.0010 -0.0034
H 0.36678 6.24768 0.31514 -0.0008 0.0013 0.0043
H 0.80813 3.85836 0.83338 0.0087 -0.0019 -0.0069
O -0.47527 -2.84820 -4.99665 -0.0105 0.0515 -0.0123
C -0.29109 -3.83070 -4.01273 0.0110 -0.0910 -0.0124
N -0.35820 -3.08111 -2.76800 -0.0110 0.0180 0.0579
C -0.25333 -3.69475 -1.57941 -0.0093 0.0523 -0.1092
O -0.09126 -4.88966 -1.45551 0.0072 -0.0282 0.0297
C -0.34476 -2.84027 -0.32720 0.0065 -0.0170 0.0847
C -0.26115 -3.51082 0.89275 -0.0018 0.0289 -0.0393
C -0.33453 -2.79715 2.07529 -0.0091 0.0158 0.0063
C -0.47707 -1.42584 2.02605 -0.1527 0.0251 0.0707
N -0.54692 -0.77939 0.85225 -0.0439 0.1246 -0.1416
C -0.48979 -1.47066 -0.30562 0.1226 -0.0207 -0.0194
H -0.41749 -3.24591 -5.87124 0.0022 -0.0087 0.0048
H 0.68068 -4.32584 -4.08921 -0.0077 0.0035 0.0001
H -1.07854 -4.58904 -4.02242 0.0105 0.0032 0.0044
H -0.49054 -2.09156 -2.88325 0.0111 0.0054 0.0054
H -0.14321 -4.58714 0.87238 -0.0004 -0.0023 -0.0010
H -0.28725 -3.28782 3.03714 0.0024 0.0000 -0.0001
H -0.55195 -0.82561 2.92119 0.0469 0.0120 0.0035
H -0.53905 -0.87994 -1.21128 0.0028 0.0114 0.0039
```
Positions in Å, forces in eV/Å.

Atomic partial charges in e from the Mulliken method, atoms 1 to 6:
1 Au 0.712
2 Cl -0.119
3 C 0.731
4 C -0.775
5 C -0.388
6 C -0.754